(i)
The following is a DFT calculation (ωB97M-V/def2-TZVPD) of C6H10N2 in the gas phase.

```
18
Properties=species:S:1:pos:R:3
C -1.28486 -1.07405 0.59585
C -0.32407 -0.24284 0.22875
C 0.33722 0.87195 1.05970
C -0.34343 1.77020 1.93330
C 0.13068 -0.34546 -1.31123
C 1.23527 -1.45492 -1.52959
H -1.95962 -1.00557 1.40788
H -1.48554 -1.67668 -0.38389
H 1.28114 0.45373 1.26775
H -1.43939 1.65174 1.76787
H -0.11739 2.34637 2.74572
H 1.24336 2.85090 1.32326
H -0.25733 0.68654 -2.06441
H 1.80604 -1.89822 -0.63875
H 2.00865 -1.31409 -2.45282
H -0.36007 -2.16966 -2.78970
N 0.35636 2.24747 0.75244
N -0.24561 -1.82951 -1.61580
```

* frontier orbital gap: 9.9 eV
* LUMO level: 0.92 eV
* SMILES: C=C([C@@H]1CN1)[C@H]1CN1

(ii)
The following is a DFT calculation (ωB97M-V/def2-TZVPD) of C6H10N2 in the gas phase.

```
18
Properties=species:S:1:pos:R:3
C 1.16003 0.10257 1.03128
C -0.31642 0.43087 -0.63324
C 0.45002 -1.73981 0.15061
C 0.99730 0.98677 0.07063
C 1.50818 2.37928 -0.16384
C -1.89230 -1.28136 0.22776
N 0.92529 -1.09998 1.33584
N -0.66402 -1.07792 -0.48982
H -1.26729 0.91950 -0.12984
H -0.45983 0.75081 -1.72628
H 1.31601 -1.84689 -0.49661
H 0.01107 -2.74368 0.28204
H 0.94533 2.97397 -0.81781
H 2.55495 2.30654 -0.70557
H 1.53020 2.83473 0.79310
H -2.47729 -0.41338 -0.06578
H -2.49768 -2.12849 -0.06230
H -1.82354 -1.35354 1.39981
```

* frontier orbital gap (alpha / beta): 7.9 / 7.9 eV
* LUMO level (alpha / beta): -0.10 / -0.10 eV
* SMILES: CC1=C=NCN(C)C1

(iii)
The following is a DFT calculation (ωB97M-V/def2-TZVPD) of a molecular structure, C6H10N2.

```
18
Properties=species:S:1:pos:R:3
C -1.39738 -0.35869 0.36273
C -0.27685 -1.24660 -0.14351
C 1.04011 -0.10150 -0.21178
C 2.37378 -0.04452 -0.67975
C 0.31649 1.16107 -0.00176
C -0.91730 1.05977 0.12031
H -3.56344 -0.20823 0.78060
H -2.89591 1.18803 -0.81193
H -1.79775 -0.50413 1.32642
H -0.20180 -2.02477 0.76890
H -0.21269 -1.44195 -1.23853
H 2.75510 -0.91196 -1.26065
H 2.69167 1.16901 -0.61962
H 2.18892 0.47064 1.47289
H 0.63362 2.16111 0.02441
H -1.56960 1.99186 0.06770
N -2.84046 -0.31766 -0.37676
N 2.14600 -0.35474 0.77852
```

* frontier orbital gap: 9.2 eV
* LUMO level: 0.32 eV

(iv)
The following is a DFT calculation (ωB97M-V/def2-TZVPD) of 2 unconnected molecules or ions with the total composition C6H10N2.

```
18
Properties=species:S:1:pos:R:3
C 3.65261 -0.52744 -0.63909
C -2.01066 -1.37183 0.04196
C -1.07647 -0.85077 0.89706
C -0.64029 0.49580 0.75483
C -1.57451 1.42739 0.16178
C -2.54175 0.90111 -0.61396
H 5.12137 0.02921 0.65760
H 4.80335 1.25728 -0.29141
H 2.66678 -0.15491 -0.95865
H 4.11797 -0.83278 -1.68085
H 3.51458 -1.42970 -0.02385
H -2.22076 -2.41627 -0.21000
H -0.26873 -1.35379 1.39238
H 0.21620 0.81039 1.24132
H -1.30952 2.56847 0.16023
H -3.18303 1.53349 -1.14523
N 4.35180 0.45573 0.23914
N -2.68206 -0.52100 -0.63300
```

* frontier orbital gap: 10.1 eV
* LUMO level: 0.81 eV
* SMILES: c1ccncc1.CN

Best to worst by energy: (iv), (ii), (i), (iii).

(i)
The following is a DFT calculation (ωB97M-V/def2-TZVPD) of C4H8ClN in the gas phase.

```
14
Properties=species:S:1:pos:R:3
C 0.84165 -1.35222 -0.11597
C -0.46467 -0.63295 0.42375
C -0.55378 0.79002 0.20932
C -1.52727 1.76881 -0.15394
H 1.38625 0.64457 -0.69359
H 3.04900 -0.52739 -0.24739
H 1.06962 -2.31259 0.60846
H 0.48372 -1.59578 -1.27262
H -0.58247 -0.98109 1.59754
H 0.42725 1.35476 0.49619
H -2.50181 1.47002 -0.55288
H -1.49747 2.90904 -0.02079
N 1.99162 -0.19765 -0.14718
Cl -2.12163 -1.33754 -0.13091
```

* frontier orbital gap: 9.6 eV
* LUMO level: 0.56 eV
* SMILES: C=C[C@@H](Cl)CN

(ii)
The following is a DFT calculation (ωB97M-V/def2-TZVPD) of C4H8ClN in the gas phase.

```
14
Properties=species:S:1:pos:R:3
C -0.61062 -0.52603 -0.38742
C -0.89026 1.01245 -0.19941
C 0.33731 0.45322 0.46975
C 1.69679 0.72135 -0.03242
H -1.95605 -1.43473 0.91937
H -1.08896 -2.46348 0.10044
H -0.23046 -0.74619 -1.38436
H -1.74850 1.21276 0.49277
H -0.83254 1.64676 -1.08138
H 0.40601 0.10941 1.50831
H 1.63500 1.23892 -1.01768
H 2.30414 1.22516 0.70709
N -1.51342 -1.56379 -0.01146
Cl 2.49156 -0.88579 -0.08360
```

* frontier orbital gap: 9.7 eV
* LUMO level: 1.12 eV
* SMILES: N[C@H]1C[C@@H]1CCl

(iii)
The following is a DFT calculation (ωB97M-V/def2-TZVPD) of C4H8ClN in the gas phase.

```
14
Properties=species:S:1:pos:R:3
C 0.07843 0.64317 -1.01989
C 0.19774 -0.72981 -1.67445
C -1.02123 0.03561 1.21489
C 0.20139 0.64002 0.49000
N -0.06106 1.58652 -1.83588
Cl -0.21059 3.19093 -1.29778
H 1.07036 -0.81167 -2.26475
H -0.51720 -0.82212 -2.45260
H 0.19274 -1.52080 -0.97030
H -1.46941 -0.71393 0.49576
H -1.81422 0.92416 1.49420
H -0.85939 -0.57384 2.04532
H 1.02368 0.00788 0.71122
H 0.24829 1.58072 0.78185
```

* frontier orbital gap: 10.6 eV
* LUMO level: 0.97 eV
* SMILES: CC/C(C)=N\Cl

Best to worst by energy: (ii), (iii), (i).

(i)
The following is a DFT calculation (ωB97M-V/def2-TZVPD) of a molecular structure, C3H4OS2.

```
10
Properties=species:S:1:pos:R:3
C -0.94488 -0.14299 0.28397
C -2.29494 -0.21775 0.19003
C 0.72081 0.91584 0.13362
O 1.77866 -1.38175 0.35292
S -3.78580 -0.41615 -0.22765
S 2.04852 -0.21080 -0.46708
H -0.66823 -0.97873 0.88705
H 0.87611 1.05183 1.21885
H 0.65403 1.85226 -0.62908
H 1.61571 -0.47177 -1.74263
```

* frontier orbital gap: 7.7 eV
* LUMO level: -0.72 eV

(ii)
The following is a DFT calculation (ωB97M-V/def2-TZVPD) of C3H4OS2 in the gas phase.

```
10
Properties=species:S:1:pos:R:3
C 0.45279 0.85620 0.53598
C -0.02714 0.85747 -0.92341
C -0.32499 -1.37088 0.49230
H -0.99242 1.40009 -1.07962
H 0.75854 1.27422 -1.55650
H 0.37896 -2.25589 0.55927
H -1.34388 -1.61135 0.78006
O 0.06027 -0.24139 1.26417
S 1.33449 2.01001 1.21035
S -0.29661 -0.91848 -1.28259
```

* frontier orbital gap: 9.0 eV
* LUMO level: 0.09 eV
* SMILES: S=C1CSCO1

Best to worst by energy: (ii), (i).

(i)
The following is a DFT calculation (ωB97M-V/def2-TZVPD) of 2 unconnected molecules or ions with the total composition C3H8P2.

```
13
Properties=species:S:1:pos:R:3
C 2.53545 1.02635 0.97149
C -1.03321 -1.19257 0.21232
C -1.24314 -0.03248 -0.86604
P 2.07838 0.03412 -0.22427
P -0.71461 1.60770 -0.23275
H 2.13829 1.84365 1.58397
H -0.83124 -2.13821 -0.30016
H -0.10749 -0.97505 0.70993
H -1.77760 -1.42262 0.96845
H -2.23738 0.02063 -1.08519
H -0.66237 -0.40969 -1.69506
H 3.35345 -0.12982 -0.90191
H -1.49852 1.76798 0.85923
```

* frontier orbital gap (alpha / beta): 7.6 / 7.4 eV
* LUMO level (alpha / beta): -0.87 / -0.59 eV

(ii)
The following is a DFT calculation (ωB97M-V/def2-TZVPD) of C3H8P2 in the gas phase.

```
13
Properties=species:S:1:pos:R:3
C 0.05822 -0.40384 1.42132
C -1.58191 -1.68736 -1.61781
C 0.91192 1.61315 -0.38552
P -0.06038 -1.09064 -1.24818
P -0.58913 0.64875 0.02354
H 0.55259 0.30613 2.16547
H -0.87478 -0.91797 1.84806
H -2.37020 -0.96162 -1.42882
H -1.71016 -2.58425 -2.33667
H 1.40670 1.88325 0.57352
H 1.62630 1.00094 -0.82364
H 0.71748 2.50954 -0.90652
H 0.82872 -0.97541 0.89659
```

* frontier orbital gap: 9.0 eV
* LUMO level: 0.31 eV
* SMILES: C=P#P(C)C

Best to worst by energy: (ii), (i).

(i)
The following is a DFT calculation (ωB97M-V/def2-TZVPD) of a molecular structure, C3H3BrS.

```
8
Properties=species:S:1:pos:R:3
C 1.48643 1.32074 1.09025
C 0.95511 0.77369 0.06159
C -0.68971 -0.09687 -0.66063
S 2.53343 0.73194 -0.59087
Br -2.40644 0.51423 -0.06950
H 1.67364 1.99233 1.94966
H -0.42406 -1.10712 -0.37856
H -0.46048 0.26382 -1.76726
```

* frontier orbital gap: 8.1 eV
* LUMO level: -0.02 eV

(ii)
The following is a DFT calculation (ωB97M-V/def2-TZVPD) of C3H3BrS in the gas phase.

```
8
Properties=species:S:1:pos:R:3
C 0.98023 -1.19180 0.02830
C -0.33339 -0.99508 -0.21426
C 0.53069 0.19691 0.18458
S 2.91727 -2.13415 0.58463
Br 3.25646 -0.86356 2.18050
H -1.23749 -1.47586 -0.24977
H 0.74563 0.94667 -0.46018
H 0.33463 0.53084 1.13497
```

* frontier orbital gap: 8.5 eV
* LUMO level: -0.44 eV
* SMILES: BrSC1=CC1

Best to worst by energy: (ii), (i).

(i)
The following is a DFT calculation (ωB97M-V/def2-TZVPD) of CH3NO2S in the gas phase.

```
8
Properties=species:S:1:pos:R:3
C 1.17796 -0.21304 -0.00225
N -1.52118 0.23626 -0.00055
O -1.03857 1.33193 0.00165
O -2.67282 -0.08090 -0.00089
S -0.37737 -1.13138 0.00105
H 1.96574 -0.94040 0.16250
H 1.15866 0.51871 0.80007
H 1.30758 0.27880 -0.96158
```

* frontier orbital gap: 10.6 eV
* LUMO level: 0.38 eV
* SMILES: CS[N+](=O)[O-]

(ii)
The following is a DFT calculation (ωB97M-V/def2-TZVPD) of CH3NO2S in the gas phase.

```
8
Properties=species:S:1:pos:R:3
C -0.77746 -0.16722 -0.58109
N -0.40084 -0.26412 1.01662
O 1.50557 1.30793 -0.10182
O 1.83690 -1.07469 -0.17056
S 0.94888 -0.00875 -0.02150
H -1.10948 -1.15840 -0.79071
H -1.41448 0.66784 -0.83636
H -0.58907 0.69741 1.48542
```

* frontier orbital gap: 11.1 eV
* LUMO level: 0.47 eV
* SMILES: O=S1(=O)CN1

Best to worst by energy: (ii), (i).

(i)
The following is a DFT calculation (ωB97M-V/def2-TZVPD) of C21H35N3O4 in the gas phase.

```
63
Properties=species:S:1:pos:R:3
C -2.59114 -3.83822 -1.83471
C -2.11568 -3.40665 -0.67675
C -1.04355 -2.36850 -0.54518
C -1.48083 -1.07653 0.20627
C -0.77308 -1.04863 1.54470
O -1.22704 -1.64163 2.51109
N 0.40643 -0.39107 1.58626
C 1.24429 -0.41694 2.76176
C 0.74519 0.55194 3.83521
C 2.65536 -0.05439 2.30505
O 2.86527 0.43288 1.20425
N 3.63212 -0.27852 3.20707
C 5.02353 0.03133 2.92032
C 5.73683 -1.04321 2.10064
C 5.77125 -2.37624 2.83867
C 7.14404 -0.56560 1.76155
C -1.39418 0.21159 -0.66347
N -2.85372 0.23905 -0.68703
C -3.74594 1.23329 -0.94813
O -4.87416 1.19127 -0.49842
C -3.23561 2.35378 -1.84735
C -3.84889 3.68176 -1.41834
C -3.51778 2.05767 -3.32904
O -4.90781 2.16700 -3.51724
C -2.59413 2.89069 -4.25688
C -1.65297 1.66974 -4.34737
C -2.82514 0.78441 -3.87304
C -3.00667 -0.81478 0.31263
H -3.36093 -4.59693 -1.88388
H -2.22235 -3.44471 -2.77575
H -2.50576 -3.81372 0.25198
H -0.18764 -2.80628 -0.02432
H -0.69497 -2.09748 -1.54437
H 0.82582 0.02478 0.76669
H 1.24110 -1.43260 3.16885
H 1.35781 0.49626 4.73571
H 0.77322 1.57527 3.45868
H -0.27923 0.29401 4.09683
H 3.39428 -0.73901 4.06817
H 5.04565 0.97877 2.38132
H 5.53850 0.17333 3.87380
H 5.17274 -1.16415 1.17124
H 6.32441 -2.28259 3.77805
H 4.76759 -2.73780 3.06865
H 6.26612 -3.14083 2.23865
H 7.72796 -0.40584 2.67235
H 7.67167 -1.30309 1.15589
H 7.12236 0.37338 1.20608
H -0.95437 1.07456 -0.15366
H -0.91842 0.08779 -1.63941
H -2.14664 2.40243 -1.74728
H -3.53066 3.94221 -0.40835
H -3.54666 4.48415 -2.09193
H -4.93282 3.60434 -1.42552
H -5.11446 1.90979 -4.42078
H -3.09169 3.08025 -5.20974
H -2.19607 3.82886 -3.87137
H -1.21995 1.44522 -5.31967
H -0.84927 1.71815 -3.61216
H -2.63782 -0.03719 -3.18367
H -3.39015 0.40103 -4.72600
H -3.66314 -1.62482 0.00382
H -3.32220 -0.44303 1.28858
```

* frontier orbital gap: 9.6 eV
* LUMO level: 0.54 eV
* SMILES: C=CCC1(C(=O)N[C@H](C)C(=O)NCC(C)C)CN(C(=O)[C@H](C)C2(O)CCC2)C1

(ii)
The following is a DFT calculation (ωB97M-V/def2-TZVPD) of C21H35N3O4 in the gas phase.

```
63
Properties=species:S:1:pos:R:3
C -2.60632 -1.61565 -1.14117
C -1.66870 -1.53763 -0.20963
C -0.21619 -1.30183 -0.49386
C 0.33578 -0.00417 0.11821
C -0.21680 0.23508 1.51145
O -1.02681 1.11030 1.76162
N 0.24974 -0.61551 2.45476
C -0.23530 -0.58967 3.81365
C 0.40158 0.54147 4.62319
C 0.09095 -1.95066 4.42626
O 0.89375 -2.70582 3.90031
N -0.55325 -2.22480 5.57994
C -0.32268 -3.43243 6.35269
C -1.61094 -4.17733 6.69107
C -2.55415 -3.32898 7.53910
C -1.26576 -5.47747 7.40936
C 1.87388 0.12669 -0.05489
N 1.61622 1.12363 -1.08774
C 2.39202 1.96243 -1.81833
O 1.89855 2.86949 -2.46093
C 3.89115 1.68804 -1.76358
C 4.65254 3.00558 -1.67282
C 4.35298 0.84830 -2.96254
O 4.30016 1.66825 -4.10306
C 5.68945 0.11944 -2.66279
C 4.87344 -1.13180 -2.27160
C 3.67521 -0.54187 -3.04614
C 0.18237 1.21540 -0.82345
H -3.64381 -1.78732 -0.88702
H -2.36512 -1.51026 -2.19296
H -1.94570 -1.64240 0.83553
H 0.35729 -2.14392 -0.08672
H -0.03135 -1.28446 -1.57062
H 0.86869 -1.38288 2.23149
H -1.31975 -0.44653 3.79260
H -0.00021 0.58137 5.63651
H 1.48123 0.39756 4.68339
H 0.19397 1.49069 4.13258
H -1.19456 -1.53713 5.93700
H 0.33313 -4.06216 5.75436
H 0.21073 -3.18576 7.27806
H -2.10889 -4.41826 5.74617
H -2.06708 -3.02816 8.47086
H -2.88616 -2.42655 7.02131
H -3.45121 -3.89152 7.80018
H -0.75561 -5.27217 8.35411
H -2.16632 -6.04876 7.63655
H -0.61076 -6.10534 6.80353
H 2.39503 0.52143 0.82287
H 2.37841 -0.77972 -0.40115
H 4.09708 1.08590 -0.87316
H 4.41166 3.52508 -0.74455
H 5.72913 2.83336 -1.70092
H 4.37678 3.64642 -2.50650
H 4.52731 1.13572 -4.87145
H 6.24712 -0.04036 -3.58736
H 6.35419 0.56114 -1.92054
H 5.25177 -2.09757 -2.59932
H 4.68934 -1.17828 -1.19812
H 2.66873 -0.65128 -2.64354
H 3.67366 -0.88779 -4.08235
H -0.45181 1.06222 -1.69695
H -0.10606 2.13722 -0.31975
```

* frontier orbital gap: 9.6 eV
* LUMO level: 0.55 eV
* SMILES: C=CCC1(C(=O)N[C@H](C)C(=O)NCC(C)C)CN(C(=O)[C@H](C)C2(O)CCC2)C1

Best to worst by energy: (ii), (i).

(i)
The following is a DFT calculation (ωB97M-V/def2-TZVPD) of C9H12O2 in the gas phase.

```
23
Properties=species:S:1:pos:R:3
C -1.70134 0.86297 -0.03334
C -0.40001 0.62532 0.26080
C 0.71217 1.60214 0.26881
C 2.04109 0.87426 0.29331
C 2.05601 -0.28654 -0.72077
C 0.92855 -1.37715 -0.41661
C -0.15606 -0.82620 0.48372
C -1.56750 -1.50657 0.37175
C -2.48485 -0.37189 -0.00102
H -3.28581 1.83636 -0.45217
H 0.62539 2.24577 -0.62423
H 0.66435 2.27827 1.13693
H 2.85243 1.59023 0.09734
H 2.22849 0.49275 1.30410
H 3.00180 -0.81427 -0.66577
H 1.97852 0.15689 -1.72082
H 1.42143 -2.25812 -0.00427
H 0.45585 -1.69172 -1.35040
H 0.22910 -0.84034 1.52926
H -1.66869 -2.23344 -0.44389
H -1.92752 -1.97197 1.29436
O -2.32326 2.04122 -0.35448
O -3.68017 -0.42798 -0.25260
```

* frontier orbital gap: 9.5 eV
* LUMO level: 0.73 eV
* SMILES: O=C1C[C@H]2CCCCC2=C1O

(ii)
The following is a DFT calculation (ωB97M-V/def2-TZVPD) of C9H12O2 in the gas phase.

```
23
Properties=species:S:1:pos:R:3
C 2.30165 1.20060 -0.31678
C 1.88721 -0.25787 -0.65670
C 1.85886 -1.12810 0.67292
C -0.60261 -0.29988 -0.69240
C -1.69000 -1.35758 -0.71374
C -2.91675 -1.03608 -0.07842
C -3.09865 0.29375 0.39235
C -2.00228 1.43310 0.48604
C -0.90041 1.10662 -0.35370
H 2.01808 1.63934 -1.34221
H 1.90197 1.59494 0.58173
H 3.41309 1.08534 -0.12936
H 2.71910 -0.56849 -1.29192
H 1.52058 -2.02627 0.14890
H 2.83991 -1.20563 0.91024
H 0.33324 -0.12297 1.51557
H -1.43479 -2.44047 -0.96144
H -3.52789 -1.84607 0.11661
H -4.12711 0.56698 0.94986
H -2.19207 2.56483 0.74232
H -0.06466 1.86158 -0.55749
O 1.18839 -0.64611 1.81657
O 0.57515 -0.41155 -1.23897
```

* frontier orbital gap: 8.9 eV
* LUMO level: 0.74 eV
* SMILES: C[C@@H](CO)Oc1ccccc1

Best to worst by energy: (i), (ii).